No. 1
# C37H77F2N10O7P2Si

A cluster of 7 separate species, C37H77F2N10O7P2Si in total in a non-equilibrium geometry (wB97M-V/def2-TZVPD, the OMol25 dataset).

Molar mass in g mol⁻¹: 902.12
HOMO level in eV: -10.10
Orbital gap in eV: 6.8
Charge: +1

Last column: Mulliken charge in e.
Geometry (Å):
P1 -3.991 -3.979 -2.551  0.38
P2 -1.317 -2.315 -2.861  0.61
Si1 1.498 1.196 1.004  0.10
F1 -1.659 0.053 1.646  -0.35
F2 -1.966 0.317 -0.510  -0.35
O1 1.579 1.774 5.208  -0.64
O2 -4.254 6.501 1.652  -0.69
O3 -5.256 -3.385 -3.068  -0.70
O4 6.558 0.713 9.018  -0.61
O5 2.263 -10.246 -5.771  -0.62
O6 -4.645 11.214 -2.818  -0.64
O7 2.841 -4.851 -3.522  -0.58
N1 -4.301 0.055 1.106  -0.58
N2 3.198 1.527 6.744  -0.14
N3 -3.737 -1.416 -1.926  -0.07
N4 7.641 -0.621 7.574  -0.15
N5 -5.872 -0.846 -1.160  -0.39
N6 0.535 -9.501 -4.542  -0.08
N7 3.717 -6.467 -4.811  -0.03
N8 -4.859 8.538 0.926  -0.15
N9 -4.067 -1.140 0.358  0.40
N10 -3.318 9.565 -3.559  -0.16
C1 -2.615 -2.921 -0.386  -2.55
C2 -0.152 -4.815 -2.567  -0.74
C3 0.841 -0.561 1.261  -1.00
C4 2.229 2.245 6.135  0.83
C5 5.109 -4.546 -4.216  -1.43
C6 -4.501 10.236 -3.531  0.82
C7 -1.850 4.331 1.861  -0.40
C8 7.134 -0.342 8.804  0.82
C9 -1.678 -1.025 -4.137  -0.65
C10 3.799 -5.292 -4.151  0.81
C11 -2.967 8.395 -4.338  -0.81
C12 -3.358 8.364 2.853  -1.30
C13 8.348 -1.811 7.143  -0.85
C14 -0.620 -9.617 -3.675  -0.83
C15 -1.558 3.956 0.555  -1.04
C16 4.062 1.923 7.849  -0.81
C17 -2.905 -2.627 -1.871  1.12
C18 -2.696 -1.696 0.526  -0.30
C19 1.312 -10.498 -5.052  0.85
C20 -1.196 -1.349 -5.568  -1.20
C21 -4.188 7.718 1.768  0.81
C22 0.939 -11.917 -4.691  -1.33
C23 0.192 2.484 1.361  0.52
C24 -1.112 3.796 2.905  -0.77
C25 -0.744 -3.878 -3.635  -0.96
C26 2.922 1.363 2.215  -1.22
C27 1.981 3.648 6.637  -1.31
C28 -0.549 3.037 0.315  -0.04
C29 -4.552 -1.129 -0.896  -0.43
C30 2.199 1.374 -0.739  -1.24
C31 -0.159 -1.069 0.206  -0.50
C32 -1.597 -0.608 0.448  1.45
C33 -4.898 9.991 0.921  -0.80
C34 -5.614 9.720 -4.414  -1.30
C35 4.732 -7.140 -5.601  -0.89
C36 -0.098 2.879 2.669  -0.45
C37 7.314 -1.384 9.883  -1.37
H1 6.832 -2.322 9.605  0.37
H2 1.684 3.639 7.686  0.38
H3 7.815 -2.297 6.325  0.28
H4 5.105 1.876 7.552  0.27
H5 -3.808 8.077 -4.945  0.31
H6 -5.391 8.048 0.224  0.22
H7 2.758 0.731 3.091  0.25
H8 -1.478 -4.397 -4.251  0.49
H9 0.479 -0.695 2.279  0.55
H10 -5.924 10.337 1.053  0.29
H11 1.936 2.331 -1.190  0.38
H12 -2.125 8.613 -4.998  0.29
H13 -6.452 -1.637 -1.387  0.24
H14 3.059 2.387 2.559  0.32
H15 -2.681 7.571 -3.681  0.26
H16 7.495 0.114 6.900  0.22
H17 -3.268 -4.689 -3.514  0.07
H18 -2.728 -0.727 -4.165  0.48
H19 -1.147 -0.145 -3.777  0.35
H20 -1.339 4.077 3.926  0.46
H21 -0.066 -12.156 -5.039  0.38
H22 -4.740 0.759 0.526  0.27
H23 -6.479 10.361 -4.275  0.31
H24 0.116 -4.265 -1.664  0.02
H25 -0.288 -0.799 -5.804  0.33
H26 -2.123 4.358 -0.277  0.47
H27 2.875 4.263 6.531  0.37
H28 4.936 -8.124 -5.178  0.28
H29 -1.711 -3.503 -0.237  0.51
H30 8.372 -1.572 10.068  0.39
H31 9.350 -1.554 6.795  0.29
H32 1.731 -1.194 1.168  0.54
H33 -0.336 2.734 -0.704  0.24
H34 -0.815 -5.647 -2.322  0.23
H35 1.181 4.084 6.047  0.21
H36 -4.527 10.370 -0.033  0.26
H37 -3.982 8.969 3.512  0.39
H38 0.129 -0.665 -0.764  -0.22
H39 0.784 -5.220 -2.951  0.15
H40 -1.064 -2.410 -5.758  0.27
H41 -5.883 8.698 -4.146  0.34
H42 -4.289 10.392 1.723  0.32
H43 -2.617 9.960 -2.953  0.22
H44 -0.822 -10.658 -3.451  0.35
H45 0.986 -12.070 -3.612  0.37
H46 3.287 1.368 -0.652  0.40
H47 5.359 -4.290 -5.246  0.39
H48 -1.947 -1.004 -6.280  0.35
H49 -3.438 -3.556 -0.039  0.81
H50 -5.322 9.744 -5.464  0.36
H51 -2.889 7.578 3.436  0.26
H52 3.830 2.935 8.164  0.32
H53 -4.212 -4.888 -1.499  0.12
H54 -0.448 -9.088 -2.735  0.27
H55 3.852 1.025 1.750  0.47
H56 -6.256 0.080 -1.170  0.20
H57 1.927 0.556 -1.407  0.32
H58 -2.582 8.997 2.424  0.36
H59 -4.946 -0.148 1.866  0.23
H60 0.065 -3.558 -4.294  0.52
H61 0.824 -8.579 -4.825  0.11
H62 -4.277 -1.383 -2.789  0.63
H63 3.314 0.602 6.363  0.23
H64 1.646 -12.584 -5.172  0.29
H65 -2.635 -2.080 1.546  0.61
H66 -1.503 -9.189 -4.154  0.26
H67 4.377 -7.276 -6.622  0.28
H68 2.821 -6.920 -4.727  0.05
H69 8.438 -2.516 7.963  0.32
H70 5.918 -5.144 -3.796  0.38
H71 5.652 -6.566 -5.623  0.39
H72 0.450 2.467 3.512  0.59
H73 5.009 -3.632 -3.640  0.28
H74 -2.655 5.033 2.044  0.64
H75 6.859 -1.010 10.794  0.30
H76 3.923 1.251 8.694  0.25
H77 -0.075 -2.150 0.104  0.18



No. 2
# C6H13N2O

The ion C6H13N2O with charge +1 in a non-equilibrium geometry (wB97M-V/def2-TZVPD, the OMol25 dataset).

Molar mass in g mol⁻¹: 129.18
HOMO level (alpha / beta) in eV: -10.08 / -10.09
Structure (SMILES): C/C(O)=C\NCCC=[NH2+]
Orbital gap (alpha / beta) in eV: 5.4 / 5.4
Charge: +1
Energy above the lowest of the compared OMol25 structures with the same formula, charge and spin in kJ/mol: 309.2

Last column: Mulliken charge in e.
Geometry (Å):
O1 -3.303 1.538 0.159  -0.49
N1 -0.434 -0.597 -0.529  -0.21
N2 4.192 0.524 0.197  -0.25
C1 2.943 0.802 0.298  0.06
C2 -3.405 -0.988 0.470  -1.06
C3 0.923 -0.299 -0.964  -1.09
C4 -1.347 0.397 -0.272  -0.27
C5 -2.658 0.325 0.085  0.37
C6 1.787 -0.175 0.470  -0.44
H1 -4.244 1.555 0.279  0.33
H2 1.099 0.266 1.223  0.30
H3 2.642 1.822 0.170  0.40
H4 2.293 -1.135 0.800  0.34
H5 4.521 -0.444 0.225  0.28
H6 4.764 1.265 -0.184  0.29
H7 1.097 0.582 -1.466  0.58
H8 -0.517 -1.662 -0.419  0.27
H9 -3.064 -1.481 1.327  0.31
H10 -3.054 -1.705 -0.281  0.28
H11 -4.567 -0.895 0.425  0.31
H12 1.358 -1.106 -1.501  0.37
H13 -1.027 1.412 -0.510  0.31



No. 3
# C4H9O2

A cluster of 2 separate species, C4H9O2 in total in a non-equilibrium geometry (wB97M-V/def2-TZVPD, the OMol25 dataset).

Molar mass in g mol⁻¹: 89.11
HOMO level in eV: -3.82
Orbital gap in eV: 7.8
Charge: -1
Energy above the lowest of the compared OMol25 structures with the same formula, charge and spin in kJ/mol: 126.8

Last column: Mulliken charge in e.
Geometry (Å):
O1 0.843 1.856 2.549  -0.76
O2 1.601 0.822 0.646  -0.65
C1 0.105 0.077 -1.292  -0.41
C2 -1.121 -0.270 -2.108  -0.91
C3 0.253 -0.567 2.063  -0.96
C4 1.030 0.876 1.737  0.58
H1 -1.272 -1.309 -2.042  0.31
H2 -2.003 0.173 -1.594  0.23
H3 0.553 -1.210 1.241  0.31
H4 0.604 -0.870 3.063  0.31
H5 -0.822 -0.406 2.007  0.17
H6 -1.129 0.044 -3.235  0.23
H7 0.947 0.168 -1.842  0.44
H8 0.033 1.161 -0.807  0.20
H9 0.377 -0.544 -0.385  -0.10



No. 4
# C9H14F9FeNO9S3

A structure of composition C9H14F9FeNO9S3 in a non-equilibrium geometry (wB97M-V/def2-TZVPD, the OMol25 dataset).

Molar mass in g mol⁻¹: 603.24
HOMO level (alpha / beta) in eV: -7.10 / -6.64
2S+1: 6
Orbital gap (alpha / beta) in eV: 9.7 / 7.1
Charge: -1

Last column: Löwdin spin population.
Geometry (Å):
Fe1 0.371 0.048 0.257  4.12
S1 2.079 0.016 -2.517  0.01
S2 -0.470 -0.999 -2.666  0.01
S3 2.900 1.236 2.023  0.01
F1 2.521 2.335 -3.929  0.00
F2 4.739 1.986 0.209  0.00
F3 0.379 2.049 -3.232  0.00
F4 -0.426 -3.618 -1.875  0.00
F5 2.034 2.640 -1.814  0.00
F6 -0.393 -3.235 -4.076  0.00
F7 5.417 0.385 1.357  0.00
F8 1.327 -2.877 -2.765  0.00
F9 5.337 2.316 2.224  0.00
O1 3.313 -0.045 -1.786  0.00
O2 2.998 0.325 3.134  0.00
O3 -1.735 -0.985 -1.933  0.01
O4 -0.590 1.757 0.968  0.29
O5 2.333 2.579 2.350  0.00
O6 -0.475 -0.422 -4.000  0.01
O7 2.151 -0.658 -3.814  0.01
O8 2.227 0.620 0.900  0.08
O9 0.093 -1.588 1.709  0.29
N1 0.757 -0.335 -1.594  0.07
C1 -2.914 2.291 1.646  0.01
C2 -1.963 1.670 0.557  0.02
C3 4.723 1.496 1.402  0.00
C4 -2.131 2.278 -0.873  0.00
C5 0.005 -2.855 -2.849  0.00
C6 1.691 1.944 -2.872  0.00
C7 -1.706 -3.244 1.144  0.00
C8 -1.004 -2.377 2.162  0.02
C9 -2.039 -1.668 3.067  0.00
H1 -1.577 -1.147 3.906  0.00
H2 -2.776 1.865 2.640  0.00
H3 -2.498 -3.885 1.532  0.00
H4 -2.849 3.368 1.802  0.00
H5 -2.712 -2.457 3.404  0.00
H6 -3.903 1.965 1.324  0.00
H7 -2.230 0.617 0.464  0.01
H8 -3.133 2.195 -1.294  0.00
H9 -2.160 -2.635 0.362  0.00
H10 -0.543 -3.112 2.823  0.01
H11 -1.535 1.785 -1.641  0.00
H12 -1.009 -3.924 0.654  0.00
H13 -1.933 3.347 -0.945  0.00
H14 -2.692 -1.046 2.455  0.00



No. 5
# C14H16

A cluster of 2 separate species, C14H16 in total in a non-equilibrium geometry (wB97M-V/def2-TZVPD, the OMol25 dataset).

Molar mass in g mol⁻¹: 184.28
HOMO level in eV: -8.96
Structure (SMILES): Cc1ccccc1.Cc1ccccc1
Orbital gap in eV: 9.9
Energy above the lowest of the compared OMol25 structures with the same formula, charge and spin in kJ/mol: 53.2

Last column: Mulliken charge in e.
Geometry (Å):
C1 0.506 3.871 -1.824  -1.42
C2 0.061 -0.695 2.253  -0.38
C3 0.779 -0.357 -2.437  -0.63
C4 0.164 1.471 -1.020  -0.17
C5 1.113 -2.948 2.592  -1.47
C6 -2.243 -0.539 1.628  -0.34
C7 1.076 1.902 -3.210  -0.55
C8 -1.348 -2.679 2.205  -0.47
C9 0.285 0.088 -1.208  0.18
C10 0.618 2.372 -1.992  0.60
C11 -0.080 -2.068 2.379  0.90
C12 -1.055 0.083 1.909  -0.72
C13 -2.427 -1.920 1.827  -0.58
C14 1.212 0.531 -3.384  -0.40
H1 -3.115 0.075 1.429  0.37
H2 -0.907 1.100 1.580  0.66
H3 -3.434 -2.266 1.642  0.39
H4 1.391 2.585 -3.987  0.37
H5 -0.214 1.854 -0.085  0.02
H6 0.816 -1.429 -2.584  0.38
H7 1.048 -3.851 1.983  0.35
H8 1.762 0.244 -4.274  0.33
H9 0.182 4.146 -0.819  0.35
H10 1.002 -0.161 2.295  0.26
H11 1.395 4.430 -2.101  0.35
H12 -1.447 -3.746 2.350  0.40
H13 1.320 -3.218 3.631  0.31
H14 -0.297 4.214 -2.486  0.30
H15 -0.209 -0.614 -0.553  0.25
H16 2.043 -2.478 2.264  0.35



No. 6
# C22H42NP3PmS

A structure of composition C22H42NP3PmS in a non-equilibrium geometry (wB97M-V/def2-TZVPD, the OMol25 dataset).

Molar mass in g mol⁻¹: 590.57
HOMO level (alpha / beta) in eV: -15.37 / -15.37
2S+1: 5
Orbital gap (alpha / beta) in eV: 4.8 / 5.0
Charge: +3

Last column: Löwdin spin population.
Geometry (Å):
Pm1 -0.335 0.531 -0.245  4.06
S1 -2.957 3.021 -2.861  0.00
P1 -3.160 0.344 0.063  -0.01
P2 -0.536 -2.310 -0.942  -0.01
P3 2.498 -0.270 -0.604  -0.01
N1 0.095 -0.173 2.052  -0.01
C1 -0.343 -1.366 2.554  0.00
C2 3.000 -0.926 -2.254  0.00
C3 0.847 0.659 2.843  0.00
C4 -3.110 5.623 -3.711  0.00
C5 3.372 -1.410 0.541  0.00
C6 -0.611 -2.465 -2.771  0.00
C7 -3.423 4.282 -3.997  0.00
C8 -4.071 3.938 -5.200  0.00
C9 -0.073 -1.737 3.867  0.00
C10 -4.358 4.948 -6.136  0.00
C11 0.642 -0.880 4.707  0.00
C12 0.600 3.030 -0.265  0.00
C13 -4.021 6.284 -5.876  0.00
C14 -2.026 -3.269 -0.454  0.00
C15 3.622 1.186 -0.482  0.00
C16 -3.684 2.080 0.367  0.00
C17 -4.343 -0.442 1.205  0.00
C18 -3.415 6.622 -4.653  0.00
C19 0.563 2.634 -1.573  -0.01
C20 1.111 0.335 4.180  0.00
C21 0.706 -3.608 -0.544  0.00
C22 -3.989 -0.053 -1.530  0.00
H1 -3.170 7.652 -4.404  0.00
H2 3.414 -0.933 1.527  0.00
H3 -2.590 5.844 -2.776  0.00
H4 -0.914 -1.999 1.871  0.00
H5 4.096 -0.969 -2.319  0.00
H6 -5.029 0.291 -1.491  0.00
H7 0.848 -1.134 5.748  0.00
H8 0.321 -2.098 -3.219  0.00
H9 2.623 -0.257 -3.043  0.00
H10 0.878 -3.631 0.539  0.00
H11 1.664 -3.423 -1.042  0.00
H12 4.522 1.056 -1.098  0.00
H13 2.843 -2.366 0.627  0.00
H14 -4.128 -0.083 2.215  0.00
H15 -4.849 4.713 -7.080  0.00
H16 -0.315 3.415 0.207  0.00
H17 3.105 2.094 -0.820  0.00
H18 1.381 2.200 -2.155  0.00
H19 -4.258 7.073 -6.604  0.00
H20 1.222 1.585 2.364  0.00
H21 1.517 3.149 0.330  0.00
H22 -4.699 2.250 -0.018  0.00
H23 -1.437 -1.853 -3.154  0.00
H24 3.933 1.306 0.564  0.00
H25 -2.082 -3.338 0.639  0.00
H26 -0.425 -2.697 4.223  0.00
H27 -1.616 2.861 -3.220  0.00
H28 -5.364 -0.159 0.910  0.00
H29 -2.947 -2.796 -0.812  0.00
H30 4.404 -1.604 0.219  0.00
H31 -3.487 0.492 -2.339  0.00
H32 2.602 -1.938 -2.413  0.00
H33 -3.970 -1.136 -1.721  0.00
H34 0.322 -4.591 -0.855  0.00
H35 -0.365 2.773 -2.121  0.00
H36 -2.999 2.802 -0.097  0.00
H37 -0.772 -3.514 -3.058  0.00
H38 -3.664 2.248 1.452  0.00
H39 1.692 1.048 4.780  0.00
H40 -4.226 -1.529 1.197  0.00
H41 -4.292 2.886 -5.390  0.00
H42 -1.950 -4.284 -0.869  0.00



No. 7
# C25H59NO11PS

A cluster of 5 separate species, C25H59NO11PS in total (wB97M-V/def2-TZVPD, the OMol25 dataset).

Molar mass in g mol⁻¹: 612.78
HOMO level (alpha / beta) in eV: -8.27 / -8.91
2S+1: 2
Orbital gap (alpha / beta) in eV: 8.7 / 9.3
Energy above the lowest of the compared OMol25 structures with the same formula, charge and spin in kJ/mol: 12.0

Last column: Löwdin spin population.
Geometry (Å):
S1 -7.184 1.604 -0.259  0.00
P1 -5.968 0.546 0.770  0.00
O1 -6.068 0.174 5.066  0.00
O2 1.203 -0.044 -7.551  0.00
O3 9.125 0.281 -0.303  0.00
O4 -6.698 -0.514 1.748  0.00
O5 8.969 0.976 -3.171  0.00
O6 -5.314 1.791 7.404  0.00
O7 -2.021 -2.924 -0.199  0.52
O8 -5.083 1.450 1.778  0.00
O9 1.914 0.428 -4.738  0.00
O10 4.512 1.020 -1.147  0.00
O11 2.125 1.284 0.556  0.00
N1 -2.754 -2.328 0.664  0.39
C1 4.910 -0.100 -0.382  0.00
C2 -4.566 0.698 6.909  0.00
C3 10.530 0.172 -0.415  0.00
C4 2.874 2.009 1.510  0.00
C5 -0.952 -0.672 0.498  0.00
C6 -4.996 -1.952 -0.261  0.02
C7 -4.780 -0.428 -0.255  0.00
C8 2.237 1.785 -0.767  0.00
C9 7.997 1.312 -2.195  0.00
C10 8.997 -0.399 -3.494  0.00
C11 -3.296 -0.025 -0.109  0.02
C12 -4.739 0.528 5.415  0.00
C13 -2.429 -0.874 0.845  0.02
C14 -0.034 -0.595 -7.139  0.00
C15 2.454 1.140 -5.839  0.00
C16 -4.202 -4.263 0.216  0.00
C17 -6.846 1.271 4.593  0.00
C18 -4.172 -2.812 0.715  0.02
C19 -6.520 1.420 8.045  0.00
C20 -2.597 -0.446 2.311  0.00
C21 -4.720 -2.836 2.156  0.00
C22 8.603 1.493 -0.821  0.00
C23 2.377 -0.906 -4.641  0.00
C24 3.173 0.952 -1.611  0.00
C25 1.477 1.227 -6.991  0.00
H1 -4.302 -2.078 2.817  0.00
H2 3.382 0.667 -6.178  0.00
H3 -6.471 1.569 3.611  0.00
H4 -4.737 -2.290 -1.270  0.00
H5 -3.436 -4.851 0.724  0.00
H6 9.095 -1.023 -2.601  0.00
H7 -6.393 -0.538 2.666  0.00
H8 -3.599 -0.614 2.716  0.00
H9 1.241 1.759 -1.219  0.00
H10 -7.872 0.920 4.505  0.00
H11 2.445 3.004 1.676  0.00
H12 4.992 -0.996 -1.009  0.00
H13 3.149 1.323 -2.638  0.00
H14 -0.874 -0.030 -7.556  0.00
H15 -4.075 -0.274 5.074  0.00
H16 -6.319 0.901 8.988  0.00
H17 3.917 2.122 1.203  0.00
H18 -3.510 0.887 7.123  0.00
H19 2.577 2.826 -0.753  0.00
H20 -0.072 -1.614 -7.520  0.00
H21 -7.064 2.338 8.257  0.00
H22 -6.055 -2.183 -0.112  0.00
H23 -2.365 0.621 2.392  0.00
H24 2.834 1.450 2.443  0.00
H25 -6.812 2.132 5.263  0.00
H26 7.822 1.839 -0.137  0.00
H27 2.695 2.152 -5.499  0.00
H28 9.857 -0.561 -4.141  0.00
H29 1.784 -1.401 -3.873  0.00
H30 2.829 -0.088 -1.624  0.00
H31 0.551 1.703 -6.651  0.00
H32 -5.096 -0.089 -1.247  0.00
H33 11.034 0.882 0.250  0.00
H34 -4.494 0.959 2.366  0.00
H35 5.893 0.125 0.030  0.00
H36 10.868 0.346 -1.439  0.00
H37 -4.855 -0.228 7.417  0.00
H38 4.218 -0.308 0.438  0.00
H39 -2.838 -0.059 -1.102  0.00
H40 -1.897 -0.993 2.948  0.00
H41 -5.809 -2.732 2.139  0.00
H42 -0.768 -0.743 -0.573  0.00
H43 2.260 -1.442 -5.586  0.00
H44 -4.487 -3.800 2.618  0.00
H45 3.432 -0.933 -4.345  0.00
H46 -0.638 0.320 0.839  0.00
H47 -7.133 0.775 7.410  0.00
H48 9.384 2.260 -0.860  0.00
H49 10.798 -0.840 -0.115  0.00
H50 -0.335 -1.415 1.007  0.00
H51 -4.041 -4.336 -0.859  0.00
H52 7.526 2.251 -2.500  0.00
H53 -0.126 -0.613 -6.050  0.00
H54 -3.228 1.017 0.221  0.00
H55 7.215 0.547 -2.152  0.00
H56 -4.449 1.458 4.910  0.00
H57 -5.184 -4.687 0.453  0.00
H58 1.911 1.854 -7.776  0.00
H59 8.090 -0.696 -4.032  0.00